Computed, not measured: an isolated ion of composition C4H12N3 and charge +1 in a non-equilibrium geometry, with wB97M-V/def2-TZVPD.

Last column: natural (NBO) charge in e.
CARTESIAN COORDINATES (ANGSTROEM)
N 2.905 -0.463 -0.163  -0.888
C 1.552 -0.809 -0.363  -0.022
C 0.598 0.117 -0.307  0.139
N 1.021 1.369 0.538  -0.725
C -0.857 0.185 -0.747  -0.495
C -1.709 -0.694 0.197  -0.245
N -3.109 -0.202 0.572  -0.814
H 3.463 -0.342 -1.062  0.425
H 3.342 -1.158 0.462  0.399
H 1.373 -1.879 -0.091  0.225
H 0.140 1.685 0.931  0.450
H 1.789 1.006 1.098  0.464
H 1.534 2.031 -0.070  0.451
H -0.985 -0.261 -1.746  0.270
H -1.123 1.313 -0.766  0.223
H -2.002 -1.707 -0.309  0.228
H -1.186 -1.014 1.135  0.203
H -3.743 0.039 -0.327  0.370
H -3.002 0.784 1.017  0.340

Summary:
HOMO, eV: -12.84
Charge: +1
Frontier orbital gap, eV: 9.24
Calculated total energy, eV: -8803.84002
Relative energy (zero: lowest compared OMol25 entry of this formula, charge and spin), kcal/mol: 89.80